[1]
The following is a quantum chemistry calculation of one molecule with the formula C3H2N2O3 in a non-equilibrium geometry, from OMol25.

Atoms and positions in Å:
C 0.94 -0.15 -0.13
C 0.15 1.16 -0.22
C -1.77 -0.17 -0.09
H 2.53 -0.96 0.32
H 0.70 2.04 0.05
N -1.13 1.04 -0.02
N 0.35 -1.35 -0.13
O 2.25 -0.07 0.15
O -3.01 -0.13 0.15
O -1.03 -1.41 -0.08

Calculated values
**E_tot**: -450.64930 a.u.
**E_LUMO**: -1.41 eV
**SMILES string**: O=c1ncc(O)no1
**Relative energy (zero: lowest compared OMol25 entry of this formula, charge and spin)**: 4.190 eV
**Maximum force**: 5.0 eV/A

***

[2]
The following is a quantum chemistry calculation of C2H5F2NS as an isolated structure in a non-equilibrium geometry, from OMol25.

Atoms and positions in Å:
C -0.76 1.49 -0.95
C 1.32 -1.71 0.80
N -0.93 0.53 0.11
F 1.06 -2.51 1.82
F 1.86 -0.57 1.25
S -0.75 -1.06 -0.19
H -0.94 2.49 -0.56
H 0.27 1.44 -1.32
H -1.44 1.30 -1.79
H 1.91 -2.17 0.01
H -1.60 0.77 0.82

Calculated values
**E_tot**: -731.80460 a.u.
**E_LUMO**: 0.48 eV
**Relative energy (zero: lowest compared OMol25 entry of this formula, charge and spin)**: 1.782 eV
**Maximum force**: 3.1 eV/A

***

[3]
The following is a quantum chemistry calculation of one molecule with the formula C6H10N2 in a non-equilibrium geometry, from OMol25.

Atoms and positions in Å:
C 0.14 -0.41 -0.98
C 0.74 1.07 -0.93
C 0.95 0.69 0.65
C -0.32 -0.13 0.49
C -1.11 1.15 0.51
C -0.72 1.81 -0.56
H 0.39 -2.65 -0.74
H 1.69 -1.81 -0.45
H -0.70 -0.70 -1.61
H 1.24 1.52 -1.74
H 0.72 1.58 1.15
H 1.68 0.16 1.30
H -1.23 -1.08 2.04
H -0.12 -2.07 0.92
H -2.02 1.31 0.84
H -1.32 2.67 -1.02
N 0.92 -1.73 -0.94
N -0.92 -1.38 1.05

Calculated values
**E_tot**: -343.91515 a.u.
**E_LUMO**: 1.07 eV
**SMILES string**: N[C@@H]1[C@H]2C=C[C@]1(N)C2
**Relative energy (zero: lowest compared OMol25 entry of this formula, charge and spin)**: 6.029 eV
**Maximum force**: 6.0 eV/A

***

[4]
The following is a quantum chemistry calculation of one molecule with the formula C11H21O2PS3 in a non-equilibrium geometry, from OMol25.

Atoms and positions in Å:
S -2.78 0.52 3.48
C 0.64 -2.36 1.61
C 1.46 -2.53 0.67
O -2.07 -0.31 0.85
O -0.25 0.97 2.19
S 1.91 -2.23 -2.09
S -0.50 -2.01 2.99
C 2.44 -2.80 -0.42
C -4.15 -0.54 -0.34
C 1.89 1.17 3.08
C 1.36 2.55 -2.44
C -3.25 -1.06 0.82
C 0.41 1.24 3.41
C 1.05 -0.52 -1.94
C 0.41 1.59 -3.19
C 0.92 0.09 -3.35
P -1.42 -0.21 2.27
H 2.80 -3.86 -0.39
H 3.36 -2.20 -0.30
H -4.31 0.48 -0.52
H -5.16 -0.99 -0.27
H -3.72 -1.00 -1.21
H 2.20 0.22 2.67
H 2.22 2.04 2.45
H 2.46 1.17 3.97
H 1.51 2.26 -1.36
H 0.99 3.57 -2.50
H 2.34 2.53 -2.89
H -2.89 -2.07 0.55
H -3.82 -1.05 1.65
H 0.13 0.45 4.16
H 0.20 2.21 3.82
H 1.65 0.17 -1.45
H 0.08 -0.58 -1.42
H -0.42 1.46 -2.51
H 0.18 2.03 -4.23
H 1.88 0.05 -3.83
H 0.24 -0.46 -3.98

Calculated values
**E_tot**: -2118.05736 a.u.
**E_LUMO**: 0.34 eV
**SMILES string**: CCCCSCC#CSP(=S)(OCC)OCC
**Maximum force**: 5.1 eV/A

***

[5]
The following is a quantum chemistry calculation of C13H28FeN4O7 as an isolated structure in a non-equilibrium geometry, from OMol25.

Atoms and positions in Å:
O -3.31 -1.28 0.53
H -4.11 -1.78 0.34
Fe -0.61 -0.65 0.23
N 0.18 -0.63 1.92
N -1.45 0.90 0.85
N 0.76 -1.62 -0.60
N -1.18 -0.50 -1.54
O 1.10 -1.46 2.37
O 1.91 -2.03 0.02
O -2.11 0.37 -2.01
O -2.16 1.72 0.14
C -1.19 1.23 2.14
C -0.23 0.38 2.75
C 0.67 -1.82 -1.93
C -0.50 -1.20 -2.47
C 0.37 0.55 4.10
H 1.31 1.13 4.05
H 0.60 -0.42 4.56
H -0.31 1.10 4.77
C -1.87 2.42 2.72
H -2.96 2.31 2.69
H -1.61 3.33 2.17
H -1.58 2.57 3.77
C 1.70 -2.54 -2.71
C -0.92 -1.24 -3.90
H 2.41 -3.04 -2.04
H 2.26 -1.85 -3.37
H 1.24 -3.29 -3.37
H -1.95 -0.88 -4.00
H -0.86 -2.27 -4.27
H -0.26 -0.62 -4.52
H 1.71 -1.84 1.03
H -2.25 0.98 -1.16
C -2.23 -2.26 0.84
H -1.77 -2.04 1.82
H -1.51 -2.38 0.01
H -2.66 -3.27 0.98
O 0.26 -4.12 3.77
H 0.37 -4.86 3.14
H 0.65 -3.35 3.31
C 2.70 2.98 -1.04
C 1.68 3.38 -2.12
C 0.44 2.52 -1.85
O 0.75 1.58 -0.81
C 2.08 1.79 -0.31
H 3.66 2.70 -1.49
H 2.88 3.80 -0.35
H 2.07 3.16 -3.12
H 1.43 4.44 -2.08
H -0.41 3.12 -1.52
H 0.14 1.95 -2.74
H 2.65 0.86 -0.48
H 2.01 1.95 0.78

Calculated values
**Total charge**: +1
**E_tot**: -2521.02712 a.u.
**Spin multiplicity**: 6
**E_LUMO (spin up / spin down)**: -4.42 / -5.94 eV
**Expectation value of S²**: 8.843
**Relative energy (zero: lowest compared OMol25 entry of this formula, charge and spin)**: 0.463 eV
**Maximum force**: 3.0 eV/A

***

[6]
The following is a quantum chemistry calculation of a 2-piece molecular cluster, C2H6N2O3 overall in a non-equilibrium geometry, from OMol25.

Atoms and positions in Å:
C -0.95 -0.03 -0.68
C 0.72 -0.10 1.14
N 0.15 0.48 0.03
N 3.12 0.03 -0.15
O 2.60 1.03 -0.51
O 4.29 -0.19 -0.30
O 2.43 -0.80 0.56
H -1.82 0.64 -0.62
H -0.75 -0.30 -1.74
H -1.32 -0.97 -0.20
H 1.13 0.49 1.93
H 0.44 -1.13 1.36
H 0.79 1.28 -0.24

Calculated values
**E_tot**: -414.84781 a.u.
**E_LUMO**: 0.33 eV
**Relative energy (zero: lowest compared OMol25 entry of this formula, charge and spin)**: 6.743 eV
**Maximum force**: 4.9 eV/A

***

[7]
The following is a quantum chemistry calculation of one molecule with the formula C4H2ClN3S3Si in a non-equilibrium geometry, from OMol25.

Atoms and positions in Å:
C -3.41 0.07 -0.95
C 0.92 1.71 -3.19
C 2.02 -1.32 -2.17
C -0.05 -0.46 0.21
N -3.82 0.87 -0.22
N 1.80 1.69 -3.93
N 2.97 -1.23 -1.51
Si -0.67 -0.29 -1.72
S -2.72 -0.94 -2.08
S -0.58 1.82 -2.37
S 0.62 -1.46 -3.07
Cl -0.36 -2.18 0.64
H 0.95 -0.21 0.07
H -0.60 0.11 0.90

Calculated values
**E_tot**: -2262.16114 a.u.
**E_LUMO**: -0.74 eV
**SMILES string**: N#CS[Si](CCl)(SC#N)SC#N
**Maximum force**: 4.2 eV/A

***

[8]
The following is a quantum chemistry calculation of a 2-piece molecular cluster, C4H5NO overall, from OMol25.

Atoms and positions in Å:
O -0.48 1.57 0.91
C -0.75 0.31 0.82
C 0.28 -0.64 1.16
C 0.85 -0.86 -0.07
C 0.09 -0.13 -1.06
N -1.20 0.03 -0.47
H 0.26 1.40 -0.21
H 0.72 -0.78 2.13
H 1.78 -1.38 -0.27
H 0.16 -0.36 -2.12
H -1.71 0.84 -0.82

Calculated values
**E_tot**: -285.24555 a.u.
**E_LUMO (spin up / spin down)**: 0.16 / 0.16 eV
**Relative energy (zero: lowest compared OMol25 entry of this formula, charge and spin)**: 4.600 eV
**Maximum force**: 0.4 eV/A

***

[9]
The following is a quantum chemistry calculation of one molecule with the formula H4SSi in a non-equilibrium geometry, from OMol25.

Atoms and positions in Å:
Si 0.55 -0.25 0.16
S -1.50 0.21 0.21
H 0.86 0.06 -1.27
H 1.64 0.15 1.18
H 0.27 -1.82 0.24
H -1.83 1.65 -0.52

Calculated values
**E_tot**: -690.02273 a.u.
**E_LUMO**: 0.16 eV
**SMILES string**: [SiH3]S
**Relative energy (zero: lowest compared OMol25 entry of this formula, charge and spin)**: 1.299 eV
**Maximum force**: 4.0 eV/A

***

[10]
The following is a quantum chemistry calculation of C4H8O as an isolated structure, from OMol25.

Atoms and positions in Å:
C 1.72 -0.29 -0.04
C 0.35 0.28 -0.36
C -0.90 -0.60 -0.21
C -1.46 0.62 0.53
O -0.14 1.20 0.62
H 2.48 0.50 -0.13
H 1.77 -0.70 0.97
H 1.98 -1.08 -0.76
H 0.38 0.75 -1.35
H -1.40 -0.90 -1.14
H -0.75 -1.47 0.44
H -1.91 0.46 1.51
H -2.13 1.23 -0.08

Calculated values
**E_tot**: -232.40661 a.u.
**E_LUMO**: 1.21 eV
**Relative energy (zero: lowest compared OMol25 entry of this formula, charge and spin)**: 1.062 eV
**Maximum force**: 0.5 eV/A

***

[11]
The following is a quantum chemistry calculation of one molecule with the formula C10H7NO4 in a non-equilibrium geometry, from OMol25.

Atoms and positions in Å:
C 0.74 1.04 -2.95
C -0.34 -2.29 1.34
C 0.48 -2.46 0.22
C -0.89 -1.00 1.55
C 0.83 -1.33 -0.62
C -0.68 0.07 0.68
C 0.27 -0.04 -0.35
C 2.23 1.31 -0.87
C 0.67 3.49 -0.51
C 0.74 1.21 -1.09
N 0.69 1.10 -4.08
O 3.10 0.60 -1.25
O 2.62 2.38 -0.08
O -0.05 2.31 -0.81
O 1.67 3.27 0.44
H -0.34 -3.14 1.91
H 0.96 -3.39 0.05
H -1.33 -0.67 2.53
H 1.66 -1.39 -1.41
H -1.11 1.08 1.04
H 1.01 3.94 -1.41
H -0.17 4.14 -0.03

Calculated values
**E_tot**: -740.77970 a.u.
**E_LUMO**: -0.39 eV
**SMILES string**: N#C[C@]1(c2ccccc2)OCOOC1=O
**Relative energy (zero: lowest compared OMol25 entry of this formula, charge and spin)**: 6.490 eV
**Maximum force**: 5.3 eV/A

***

[12]
The following is a quantum chemistry calculation of C11H20Cl2N2O2PSeZr as an isolated structure in a non-equilibrium geometry, from OMol25.

Atoms and positions in Å:
C -0.11 -4.11 -4.12
C 0.29 -3.17 -3.06
H -1.20 -4.24 -4.17
H 0.38 -5.07 -3.90
H 0.28 -3.74 -5.08
O -0.47 -2.38 -2.42
Cl 1.98 -3.20 -2.73
Zr 0.23 -1.04 -0.79
P -0.01 1.44 -1.70
C -1.38 2.64 -1.61
C 1.39 2.60 -1.44
H 0.87 0.25 -3.66
H 0.21 1.86 -4.07
H -0.89 0.49 -3.76
C 0.05 0.96 -3.46
H 2.34 2.06 -1.42
H 1.40 3.37 -2.22
H -1.27 3.43 -2.38
H -1.37 3.13 -0.62
H 1.25 3.09 -0.46
H -2.35 2.15 -1.74
C -1.03 0.20 0.51
O -1.78 0.75 1.23
Cl 2.55 -0.58 -0.92
C 2.81 0.02 3.10
N 1.42 0.07 3.53
C 0.98 0.86 4.58
C -0.34 0.59 4.75
N -0.71 -0.34 3.78
C -2.02 -0.94 3.71
C 0.40 -0.71 3.05
Se 0.49 -2.05 1.73
H 3.36 0.71 3.75
H 2.92 0.34 2.06
H 3.22 -0.98 3.23
H 1.66 1.49 5.11
H -1.03 0.97 5.48
H -2.28 -1.37 4.69
H -2.79 -0.20 3.46
H -2.04 -1.73 2.96

Calculated values
**Total charge**: +3
**E_tot**: -4400.43053 a.u.
**E_LUMO**: -12.22 eV
**Relative energy (zero: lowest compared OMol25 entry of this formula, charge and spin)**: 0.000 eV
**Maximum force**: 7.0 eV/A